--- A ---
DFT (the ωB97M-V functional and the def2-TZVPD basis) results for an isolated ion of composition C5H14N and charge +1.

Results
* SMILES: CCCCC[NH3+]
* gap between HOMO and LUMO: 10.66 eV
* net charge: +1

Element x y z (Å)
1 N 0.42 1.91 1.88
2 C -0.28 -1.35 -1.29
3 C 0.53 -0.48 -0.33
4 C -0.42 -2.83 -0.96
5 C 0.23 1.02 -0.46
6 C -0.50 1.60 0.73
7 H -1.02 2.52 0.48
8 H 1.18 1.52 -0.63
9 H -0.09 2.21 2.71
10 H -0.20 -3.04 0.09
11 H -1.29 0.94 1.10
12 H 0.22 -3.47 -1.55
13 H 1.59 -0.67 -0.46
14 H 0.24 -1.28 -2.25
15 H -1.45 -3.17 -1.03
16 H -0.40 1.24 -1.32
17 H 0.35 -0.85 0.69
18 H 1.10 2.62 1.58
19 H -1.22 -0.88 -1.59
20 H 0.99 1.09 2.10

***

--- B ---
DFT (the ωB97M-V functional and the def2-TZVPD basis) results for an isolated ion of composition C5H14N and charge +1.

Results
* SMILES: CCC[C@H](C)[NH3+]
* gap between HOMO and LUMO: 11.74 eV
* net charge: +1

Element x y z (Å)
1 N -1.60 0.73 -0.19
2 C -1.49 -1.66 -0.57
3 C -0.76 -0.52 0.12
4 C 1.36 0.92 -0.10
5 C 0.64 -0.39 -0.48
6 C 2.09 0.80 1.27
7 H 1.32 0.46 1.97
8 H 0.54 -0.53 -1.57
9 H 2.79 -0.03 1.14
10 H -1.48 -1.43 -1.64
11 H -1.16 1.41 -0.82
12 H 0.73 1.78 -0.32
13 H 1.29 -1.21 -0.16
14 H -2.54 -1.78 -0.34
15 H -1.01 -2.63 -0.43
16 H -2.44 0.41 -0.69
17 H 2.66 1.69 1.52
18 H 2.16 1.09 -0.83
19 H -1.81 1.26 0.64
20 H -0.75 -0.53 1.20

***

--- C ---
DFT (the ωB97M-V functional and the def2-TZVPD basis) results for C5H14N as an isolated structure.

Results
* gap between HOMO and LUMO: 6.15 eV
* net charge: +1

Element x y z (Å)
1 N 0.67 -0.41 -0.31
2 C -1.50 -1.17 1.63
3 C 0.01 0.72 0.03
4 C -0.24 -0.51 2.23
5 C 0.53 2.03 -0.63
6 C 0.10 0.84 1.54
7 H -1.24 -1.29 0.56
8 H -1.15 0.67 -0.19
9 H 1.34 -2.62 -7.33
10 H -0.67 1.50 2.06
11 H -1.68 -2.17 2.13
12 H 0.75 -0.71 -1.30
13 H 2.01 -3.01 -7.20
14 H -0.30 -0.34 3.34
15 H -2.38 -0.46 1.80
16 H -0.01 2.90 -0.11
17 H 1.59 1.91 -0.37
18 H 1.20 1.20 1.87
19 H 0.32 1.99 -1.75
20 H 0.65 -1.09 2.00

***

Which of them is most stable? Easy: B.

***

--- A ---
DFT (the ωB97M-V functional and the def2-TZVPD basis) results for a 2-piece molecular cluster, C2H3ClOS overall.

Results
* gap between HOMO and LUMO (spin up / spin down): 7.82 / 7.82 eV

Element x y z (Å)
1 Cl -3.19 -0.77 -0.45
2 S 0.69 0.66 -1.23
3 O -2.99 1.72 0.26
4 C -2.46 0.70 0.05
5 C -0.12 0.26 0.24
6 H -0.16 -0.77 0.54
7 H 0.63 -0.56 -1.79
8 H 0.00 1.01 1.00

***

--- B ---
DFT (the ωB97M-V functional and the def2-TZVPD basis) results for a 2-piece molecular cluster, C2H3ClOS overall.

Results
* gap between HOMO and LUMO: 7.03 eV

Element x y z (Å)
1 Cl -1.21 -0.56 -1.92
2 S 0.50 -1.68 -1.70
3 O 1.76 1.16 -0.39
4 C -0.24 0.25 0.88
5 C 0.91 0.60 0.14
6 H -1.10 -0.06 0.05
7 H -0.67 0.95 1.54
8 H 0.05 -0.66 1.39

***

Which of them is most stable? Easy: A.

***

--- A ---
DFT (the ωB97M-V functional and the def2-TZVPD basis) results for the molecule C4H9NO2.

Results
* SMILES: CCC(=O)NCO
* gap between HOMO and LUMO: 10.55 eV

Element x y z (Å)
1 O 1.82 -0.52 -1.09
2 O -2.40 1.23 -0.36
3 N -0.24 0.37 -0.91
4 C -0.99 1.42 -0.30
5 C 0.34 -1.81 1.54
6 C 0.92 -0.21 -0.35
7 C 0.96 -0.47 1.12
8 H 1.99 -0.48 1.44
9 H -0.81 2.38 -0.78
10 H -0.20 0.13 -1.89
11 H -0.75 -1.84 1.63
12 H 0.43 0.26 1.73
13 H -0.74 1.56 0.75
14 H -2.65 0.50 0.22
15 H 0.67 -2.05 2.55
16 H 0.62 -2.67 0.93

***

--- B ---
DFT (the ωB97M-V functional and the def2-TZVPD basis) results for the molecule C4H9NO2.

Results
* SMILES: O=CNCCCO
* gap between HOMO and LUMO: 10.32 eV

Element x y z (Å)
1 O -1.18 1.28 2.31
2 O 1.96 -1.80 -1.99
3 N 0.02 -1.22 -0.93
4 C -0.12 1.01 0.17
5 C 1.39 -1.24 -1.08
6 C -1.04 1.87 1.02
7 C -0.58 -0.46 0.14
8 H -0.37 -2.05 -1.34
9 H -1.58 1.92 2.91
10 H 1.89 -0.71 -0.30
11 H -2.04 2.01 0.59
12 H -0.02 1.48 -0.81
13 H 0.86 1.05 0.64
14 H -0.54 -0.90 1.11
15 H -1.64 -0.39 0.00
16 H -0.57 2.84 1.08

***

Which of them is most stable? Easy: A.

***

--- A ---
DFT (the ωB97M-V functional and the def2-TZVPD basis) results for the molecule C4H9NO2.

Results
* SMILES: C[C@@H](O)CNC=O
* gap between HOMO and LUMO: 10.35 eV

Element x y z (Å)
1 O 2.28 1.54 -0.36
2 O -1.23 1.55 -0.54
3 N 1.50 -0.25 0.81
4 C 0.14 0.24 0.89
5 C 2.45 0.44 0.12
6 C -0.68 0.26 -0.43
7 C -1.77 -1.01 -0.46
8 H -2.42 -0.87 0.38
9 H -2.38 -1.10 -1.39
10 H -1.27 -2.00 -0.37
11 H -0.41 -0.42 1.57
12 H -1.14 1.92 -1.42
13 H 3.40 -0.12 0.03
14 H 1.71 -1.19 1.11
15 H 0.15 1.24 1.36
16 H -0.34 -0.24 -1.30

***

--- B ---
DFT (the ωB97M-V functional and the def2-TZVPD basis) results for a 2-piece molecular cluster, C4H9NO2 overall.

Results
* gap between HOMO and LUMO: 10.07 eV

Element x y z (Å)
1 O -1.78 2.12 1.97
2 O 0.85 -1.05 -0.66
3 N -0.76 0.20 1.33
4 C -1.28 1.07 2.29
5 C -0.01 1.01 0.43
6 C 0.97 -1.85 -1.82
7 C 0.25 0.20 -0.89
8 H -0.01 -2.13 -2.23
9 H -0.56 1.90 0.17
10 H -0.76 0.01 -1.35
11 H -1.26 0.72 3.33
12 H 0.70 1.73 1.60
13 H 0.80 0.78 -1.65
14 H 1.54 -1.34 -2.61
15 H 1.51 -2.76 -1.53
16 H -0.19 -0.59 1.63

***

--- C ---
DFT (the ωB97M-V functional and the def2-TZVPD basis) results for the molecule C4H9NO2.

Results
* SMILES: C[C@@H](O)CC(N)=O
* gap between HOMO and LUMO: 10.44 eV

Element x y z (Å)
1 O 0.80 -0.12 -1.37
2 O -2.86 -0.17 0.88
3 N -1.99 -0.87 -1.09
4 C 0.53 0.54 -0.14
5 C -1.89 -0.40 0.18
6 C 1.90 0.67 0.60
7 C -0.46 -0.25 0.71
8 H -0.05 -1.27 0.84
9 H 1.77 1.39 1.40
10 H -1.17 -0.92 -1.68
11 H 2.74 1.04 -0.02
12 H -2.91 -0.92 -1.51
13 H 0.15 1.55 -0.36
14 H 2.25 -0.28 1.04
15 H -0.54 0.22 1.68
16 H 1.73 -0.21 -1.17

***

--- D ---
DFT (the ωB97M-V functional and the def2-TZVPD basis) results for C4H9NO2 as an isolated structure.

Results
* gap between HOMO and LUMO: 7.70 eV

Element x y z (Å)
1 O 0.94 -0.59 -1.25
2 O -1.57 0.72 -0.80
3 N 1.08 -1.09 1.02
4 C 0.52 -0.33 0.01
5 C -0.84 0.12 0.18
6 C 0.77 1.61 0.35
7 C -1.98 -0.68 -0.91
8 H 1.84 -1.72 0.82
9 H 0.73 -0.95 1.95
10 H 0.03 2.32 0.70
11 H -1.23 0.13 1.19
12 H 1.73 -1.14 -1.24
13 H -3.02 -0.82 -0.60
14 H 1.58 1.62 1.08
15 H -1.68 -1.09 -1.87
16 H 1.12 1.90 -0.63

***

Which of them is most stable? Easy: C.